Below is a molecular structure, C30H45F5IN5O5SeSi4Ti, with properties calculated with the ωB97M-V functional and the def2-TZVPD basis.

Last column: Mulliken spin population.
Geometry (Å):
I1 -2.25 -1.98 -2.99  0.011
Se1 2.92 3.29 0.20  0.000
Ti1 -0.76 -0.26 0.07  0.875
Si1 -3.65 -1.80 3.30  0.001
Si2 -3.06 -1.69 0.99  0.048
Si3 -5.13 -0.75 0.30  -0.006
Si4 -3.23 -4.03 0.65  -0.012
F1 7.21 5.54 -1.86  0.000
F2 3.85 1.27 -1.99  0.004
F3 7.63 3.52 -3.63  0.000
F4 5.92 1.39 -3.66  0.000
F5 5.14 5.47 -0.17  0.000
O1 -1.06 1.71 3.75  0.003
O2 1.23 -3.92 0.32  0.001
O3 1.54 0.06 -0.13  0.017
O4 -0.05 -2.15 -0.14  -0.041
O5 -1.07 0.97 1.64  -0.007
N1 -2.05 3.84 -2.45  0.151
N2 -0.19 0.01 -2.27  0.182
N3 -1.65 1.53 -0.87  0.076
N4 -0.07 4.71 -1.62  -0.004
N5 0.67 -0.94 2.19  -0.002
C1 0.69 -2.88 0.63  -0.002
C2 -2.86 2.76 -2.50  0.096
C3 -1.01 3.71 -1.63  -0.024
C4 5.72 2.39 -2.79  -0.003
C5 0.03 1.13 -4.89  0.179
C6 -0.79 0.88 2.90  0.006
C7 -5.13 1.12 0.57  0.004
C8 -0.83 0.06 -4.62  -0.069
C9 0.76 -2.39 2.08  0.018
C10 6.36 4.49 -1.88  0.000
C11 -2.38 -2.45 4.58  0.001
C12 -0.89 -0.43 -3.33  0.111
C13 -4.15 -0.12 4.00  0.002
C14 -2.68 1.63 -1.76  0.073
C15 -6.76 -1.28 1.13  -0.001
C16 1.95 -0.26 2.14  0.003
C17 4.38 3.37 -0.99  -0.002
C18 -2.36 -4.95 2.07  0.000
C19 -0.12 -0.44 3.30  -0.010
C20 2.55 -0.39 0.77  0.003
C21 -0.81 2.58 -0.84  0.202
C22 0.61 1.09 -2.58  0.178
C23 -5.11 -2.96 3.72  -0.002
C24 0.75 1.65 -3.83  -0.013
C25 4.65 2.36 -1.92  0.002
C26 5.29 4.43 -1.01  0.001
C27 -2.38 -4.82 -0.84  0.005
C28 6.58 3.47 -2.78  0.001
C29 -5.01 -4.69 0.57  -0.001
C30 -5.54 -1.08 -1.52  0.003
H1 -3.71 2.82 -3.17  0.008
H2 -4.81 -4.00 3.69  0.000
H3 1.78 0.80 2.33  -0.003
H4 -3.34 0.78 -1.84  -0.041
H5 -5.00 -5.78 0.45  0.000
H6 -5.47 -2.14 -1.76  -0.001
H7 -4.90 -0.54 -2.22  -0.003
H8 2.64 -0.64 2.91  -0.001
H9 -2.69 -4.70 3.07  0.000
H10 0.45 -0.29 4.22  0.001
H11 -6.99 -2.33 0.98  -0.001
H12 -7.55 -0.69 0.64  0.000
H13 -2.97 -4.74 -1.76  0.000
H14 -3.40 0.65 3.81  0.000
H15 1.16 1.56 -1.77  -0.047
H16 -1.62 -3.13 4.18  0.000
H17 -2.95 -3.01 5.33  0.000
H18 -5.28 1.34 1.63  0.002
H19 1.41 2.50 -3.94  -0.006
H20 -5.98 -2.84 3.08  0.001
H21 -2.27 -5.88 -0.62  0.000
H22 1.97 0.39 -0.92  -0.004
H23 -2.50 -6.03 1.92  0.000
H24 2.81 -1.43 0.53  -0.001
H25 -1.28 -4.77 2.01  0.000
H26 -0.93 -1.13 3.50  0.013
H27 0.00 2.56 -0.11  -0.005
H28 -5.10 0.22 3.59  0.000
H29 -5.53 -4.26 -0.28  0.000
H30 -5.58 -4.45 1.47  0.000
H31 -1.39 -4.39 -1.02  0.000
H32 -0.11 -2.83 2.56  -0.005
H33 -6.81 -1.06 2.20  0.000
H34 1.65 -2.80 2.56  -0.001
H35 -4.27 -0.21 5.09  0.000
H36 0.72 4.66 -0.99  0.002
H37 3.43 0.25 0.68  0.000
H38 -1.45 -0.38 -5.38  -0.001
H39 -5.41 -2.73 4.75  0.000
H40 -1.87 -1.64 5.10  0.000
H41 -4.19 1.59 0.28  0.006
H42 -6.58 -0.76 -1.70  0.000
H43 -5.94 1.59 0.01  -0.004
H44 0.10 1.55 -5.89  0.033
H45 -0.34 5.60 -2.00  0.002

Properties
Multiplicity: 3
HOMO level (alpha / beta) in Ha: -0.0104 / -0.1020
Relative energy (zero: lowest compared OMol25 entry of this formula, charge and spin) in kcal/mol: 40.8
Total charge: -2
E_tot in a.u.: -7026.2971

Below is a molecular structure, C22H42Cl2MnN5O4SSi4Te, with properties calculated with the ωB97M-V functional and the def2-TZVPD basis.

Last column: Mulliken spin population.
Geometry (Å):
Te1 2.92 0.79 -0.89  -0.002
Mn1 0.21 0.41 -0.46  4.747
Cl1 0.44 4.26 2.38  0.000
Cl2 -4.26 3.10 4.75  0.000
S1 -0.73 1.42 -3.21  0.015
Si1 3.42 1.41 -4.82  0.003
Si2 4.21 0.27 -2.93  0.001
Si3 6.33 1.13 -2.42  0.002
Si4 4.30 -2.05 -3.19  0.002
O1 0.00 -1.67 -0.69  0.027
O2 -0.37 2.23 0.45  0.051
O3 -2.06 0.18 -0.39  0.053
O4 -1.41 -3.32 -0.21  0.008
N1 -4.01 -0.68 -2.90  0.001
N2 -3.30 0.49 -3.02  0.004
N3 0.78 -0.15 1.71  0.049
N4 -1.88 -1.06 -3.23  -0.001
N5 -0.71 -1.79 -3.46  0.002
C1 -0.11 -2.44 1.58  0.015
C2 7.67 0.74 -3.70  0.001
C3 4.90 -2.83 -1.59  0.001
C4 6.94 0.44 -0.78  0.000
C5 -2.77 0.60 0.52  -0.009
C6 2.06 0.48 -5.72  -0.001
C7 2.62 -2.78 -3.59  0.002
C8 -3.12 -1.61 -3.04  0.002
C9 1.11 -1.58 1.85  -0.014
C10 -1.03 3.34 2.42  0.000
C11 4.82 1.68 -6.06  0.000
C12 6.20 3.00 -2.28  0.001
C13 -3.33 -3.07 -2.96  0.000
C14 5.48 -2.55 -4.59  0.001
C15 -0.56 -2.50 0.11  0.012
C16 -2.44 1.62 1.48  0.027
C17 -1.93 3.55 3.42  0.001
C18 -3.37 1.85 2.51  -0.002
C19 -1.98 0.30 -3.16  0.006
C20 2.78 3.10 -4.29  0.001
C21 -1.22 2.37 1.37  -0.020
C22 -3.12 2.80 3.46  0.004
H1 -1.73 4.30 4.18  0.000
H2 6.16 0.50 -0.02  0.001
H3 1.17 0.38 -5.09  0.002
H4 7.81 1.00 -0.43  0.000
H5 1.89 -1.79 1.11  0.002
H6 0.08 -3.47 1.89  -0.001
H7 7.84 -0.33 -3.80  0.000
H8 -4.28 1.27 2.55  0.000
H9 4.25 -2.52 -0.77  -0.001
H10 -3.74 1.38 -2.89  0.000
H11 5.92 -2.52 -1.35  0.000
H12 5.46 -3.63 -4.74  0.000
H13 7.13 3.42 -1.89  0.000
H14 7.23 -0.61 -0.88  0.000
H15 -0.96 -2.10 2.17  -0.001
H16 1.51 -1.80 2.84  0.002
H17 -0.06 -1.13 -3.89  -0.006
H18 -0.33 -2.01 -2.52  0.007
H19 3.57 3.68 -3.81  0.000
H20 4.43 2.15 -6.96  0.000
H21 6.51 -2.26 -4.36  0.000
H22 5.59 2.34 -5.64  0.000
H23 2.69 -3.87 -3.65  0.000
H24 -2.91 -3.56 -3.84  0.000
H25 -2.82 -3.46 -2.08  0.000
H26 5.21 -2.07 -5.53  0.000
H27 2.41 3.66 -5.15  0.000
H28 1.89 -2.54 -2.80  0.002
H29 5.38 3.28 -1.62  0.000
H30 4.88 -3.92 -1.66  0.000
H31 1.60 0.43 1.88  0.006
H32 7.41 1.13 -4.69  0.000
H33 1.97 2.98 -3.57  0.000
H34 -3.78 0.16 0.63  0.004
H35 0.08 0.12 2.40  -0.007
H36 8.61 1.21 -3.39  0.000
H37 1.76 1.03 -6.62  0.000
H38 2.38 -0.51 -6.03  0.000
H39 6.02 3.45 -3.26  0.000
H40 5.30 0.74 -6.34  0.000
H41 2.22 -2.41 -4.53  0.000
H42 -4.40 -3.27 -2.90  0.000

Properties
Multiplicity: 6
HOMO level (alpha / beta) in Ha: -0.1583 / -0.1608
Relative energy (zero: lowest compared OMol25 entry of this formula, charge and spin) in kcal/mol: 6.9
Total charge: -1
E_tot in a.u.: -5334.1548

Below is C3H7ClN2P2 in the gas phase in a non-equilibrium geometry, with properties calculated with the ωB97M-V functional and the def2-TZVPD basis.

Last column: natural (NBO) charge in e.
Geometry (Å):
Cl1 -3.90 0.43 0.44  -0.347
P1 -2.50 -0.14 -0.93  1.219
P2 -0.72 -2.31 0.34  1.170
N1 -1.95 -1.37 0.09  -1.304
N2 -1.36 1.07 -0.50  -0.977
C1 0.72 -1.73 -0.71  -1.027
C2 -0.43 1.06 0.56  -0.016
C3 -0.67 0.66 1.79  -0.447
H1 -1.24 1.86 -1.17  0.409
H2 1.16 -1.06 -0.08  0.235
H3 0.49 1.26 0.21  0.173
H4 -1.64 0.40 2.00  0.214
H5 0.26 -1.19 -1.55  0.236
H6 1.52 -2.47 -1.03  0.248
H7 0.24 0.50 2.47  0.214

Properties
Multiplicity: 1
HOMO level in Ha: -0.3289
Relative energy (zero: lowest compared OMol25 entry of this formula, charge and spin) in kcal/mol: 2.4
Total charge: 0
SMILES string: C=CNP(Cl)/N=P\C
E_tot in a.u.: -1370.8933